Computed, not measured: a cluster of 2 separate species, C4H11NO2 in total at a distorted geometry, with wB97M-V/def2-TZVPD.

Output
* spin multiplicity: 1
* HOMO level: -9.6 eV
* maximum force: 0.113 hartree/bohr
* SMILES: CC(C)NC=O.O
* relative energy (zero: lowest compared OMol25 entry of this formula, charge and spin): 142.8 kJ/mol

```
18
Properties=species:S:1:pos:R:3:forces:R:3
C -1.11162 -1.28800 -0.64488 -1.21 -0.52 -1.64
C -0.86538 -0.20592 0.41981 0.83 1.38 -1.31
C -0.18150 -0.75739 1.68619 -0.49 -1.20 -1.97
N -0.10002 0.98182 -0.24072 -0.71 -1.17 2.36
C 0.13944 2.06666 0.51543 -4.37 -0.12 3.81
O -0.48374 2.28303 1.64125 2.96 -0.83 -4.02
H -0.23102 -1.75931 -1.13846 -0.05 0.59 0.81
H -1.69396 -2.16519 -0.23668 0.48 1.07 -0.20
H -1.71388 -0.90665 -1.56595 0.74 -0.36 1.76
H -1.81166 0.23268 0.77350 0.27 -0.03 -0.50
H 0.23765 0.02111 2.32994 -0.36 -0.50 0.01
H 0.51618 -1.56244 1.34892 0.03 0.87 0.57
H -1.06968 -1.31585 2.01891 0.60 0.19 1.20
H 0.28840 0.97118 -1.15382 0.25 -0.47 -0.58
H 0.70815 2.80535 0.01981 1.04 1.09 -0.31
O 2.07759 -2.08563 -2.48160 1.34 0.20 -1.51
H 2.06126 -1.14302 -2.77516 0.12 -1.18 0.28
H 2.77227 -2.52191 -3.07249 -1.47 0.98 1.23
```
Positions in Å, forces in eV/Å.

Computed, not measured: an isolated molecule of C5H5NO2 at a distorted geometry, with wB97M-V/def2-TZVPD.

Output
* spin multiplicity: 1
* HOMO level: -8.7 eV
* maximum force: 0.212 hartree/bohr
* SMILES: C#CC(=C)N(O)C=O
* relative energy (zero: lowest compared OMol25 entry of this formula, charge and spin): 601.5 kJ/mol

```
13
Properties=species:S:1:pos:R:3:forces:R:3
C 2.68645 0.18919 0.49241 -4.35 -0.07 -2.76
C 1.60372 -0.25843 -0.09912 9.10 3.65 4.83
C 0.29934 -0.61434 -0.24375 -5.25 -3.06 -1.28
C -0.22761 -1.86966 -0.60494 3.62 2.46 0.24
N -0.73305 0.37421 0.08317 -0.88 -1.07 0.97
O -1.95395 -0.28389 0.47489 0.30 1.60 1.38
C -0.78151 1.73987 -0.12475 1.45 -1.49 -1.59
O 0.15843 2.29341 -0.63551 0.20 0.65 0.26
H 3.52992 0.97270 0.85540 -2.35 -2.69 -1.25
H 0.47508 -2.69060 -0.79448 -0.28 0.48 0.14
H -1.23050 -2.00458 -0.87552 -1.20 -0.11 0.19
H -2.09529 -0.06113 1.45182 0.53 -0.46 -1.83
H -1.73102 2.21325 0.02039 -0.88 0.11 0.70
```
Positions in Å, forces in eV/Å.

Computed, not measured: a structure of composition C38H46FN10O3Se2V at a distorted geometry, with wB97M-V/def2-TZVPD.

Output
* spin multiplicity: 4
* HOMO level (alpha / beta): -8.9 / -10.4 eV
* maximum force: 0.049 hartree/bohr
* relative energy (zero: lowest compared OMol25 entry of this formula, charge and spin): 144.9 kJ/mol
* net charge: +1

```
101
Properties=species:S:1:pos:R:3:forces:R:3
V -0.05835 -0.47713 -0.14634 0.34 -0.52 0.02
Se -3.18002 -0.42796 -2.98366 0.15 0.12 -0.15
Se -2.73503 0.77099 -1.02376 -0.23 -0.38 0.06
C -2.91436 -0.74659 0.16435 -0.07 -0.03 -0.07
C -4.15717 -1.15877 0.61037 -0.02 -0.05 0.01
C -4.22814 -2.24845 1.46483 -0.13 0.11 -0.03
C -3.06041 -2.91102 1.80126 -0.05 -0.13 0.09
C -1.86724 -2.44749 1.29467 0.21 0.20 -0.17
N -1.77984 -1.35810 0.51414 -1.25 -0.38 0.54
C -1.49730 -0.00066 -3.85039 0.15 0.07 0.15
C -1.51274 0.46655 -5.16012 0.03 -0.10 -0.03
C -0.30679 0.83393 -5.74067 -0.18 -0.04 -0.05
C 0.85698 0.73583 -4.99761 0.08 -0.01 0.00
C 0.76698 0.24598 -3.70655 -0.13 -0.11 0.16
N -0.38516 -0.12161 -3.13851 0.12 0.02 0.01
H -5.04167 -0.63320 0.28271 -0.02 0.04 0.06
H -5.18211 -2.57319 1.86248 0.03 -0.01 -0.07
H -3.07047 -3.77931 2.44665 0.01 0.04 -0.02
H -0.93183 -2.94795 1.50268 0.03 0.01 0.02
H -2.44789 0.54451 -5.69726 0.02 0.06 -0.01
H -0.28080 1.20497 -6.75737 -0.03 0.01 0.02
H 1.81362 1.03551 -5.40746 -0.05 -0.04 0.03
H 1.65531 0.13238 -3.09145 -0.02 0.04 0.02
C 5.25646 3.46104 -3.14263 -0.12 -0.03 -0.02
C 5.82004 3.01161 -1.80147 -0.16 -0.14 0.04
C 7.16049 2.33237 -2.00819 0.03 -0.16 0.03
C 7.63615 1.62820 -0.74812 -0.11 -0.04 0.02
C 6.62966 0.57681 -0.36909 0.08 0.16 -0.12
C 6.98940 -0.62808 0.17618 0.16 -0.09 0.06
C 6.00992 -1.54702 0.55354 0.17 -0.05 0.00
F 6.40631 -2.71001 1.09325 0.01 0.00 -0.02
C 4.68414 -1.28981 0.40429 -0.25 0.01 -0.02
C 4.29490 -0.06237 -0.15563 -0.13 -0.01 0.00
C 2.87535 0.26950 -0.24903 -0.06 -0.06 -0.04
O 2.02269 -0.61808 -0.00022 0.39 0.04 0.01
C 2.57366 1.61756 -0.59232 0.01 -0.02 0.16
C 3.57908 2.43762 -1.01761 0.03 0.10 -0.08
N 4.86157 2.07976 -1.11227 0.37 0.02 0.02
C 5.26192 0.85349 -0.56627 0.08 0.36 -0.14
C 1.19929 2.21140 -0.46872 -0.35 -0.77 0.24
O 1.03704 3.40981 -0.60000 0.00 0.26 -0.11
O 0.27258 1.34847 -0.19340 0.62 2.46 -0.16
H 6.00998 4.05017 -3.66684 -0.02 -0.01 0.02
H 4.36331 4.07753 -3.04605 0.04 -0.02 -0.01
H 5.01268 2.58890 -3.75519 0.03 0.06 0.01
H 5.95137 3.87984 -1.15346 -0.01 -0.01 0.13
H 7.87429 3.08897 -2.33136 0.01 0.00 -0.02
H 7.06614 1.59743 -2.81470 0.04 0.06 -0.01
H 7.72742 2.35325 0.06725 0.04 -0.02 0.00
H 8.61599 1.17719 -0.89466 0.02 -0.01 0.01
H 8.03429 -0.87062 0.33663 -0.07 0.00 0.01
H 3.92939 -1.99136 0.73303 0.02 0.02 -0.01
H 3.32127 3.44993 -1.30286 -0.02 -0.04 -0.04
C 0.80577 1.13042 3.23133 0.19 -0.11 0.08
N 1.22598 1.28815 4.62683 0.03 -0.11 0.00
C 0.24714 0.60288 5.48254 0.11 -0.12 -0.18
N 0.12835 -0.82423 5.14758 0.05 0.08 -0.02
C -0.26459 -0.93217 3.74128 0.11 0.15 0.11
N 0.69828 -0.28590 2.83115 -0.02 -0.08 -0.03
C 2.01476 -0.90933 3.05243 -0.07 0.07 0.15
N 2.45959 -0.80662 4.44278 -0.07 0.04 0.06
C 2.52219 0.61892 4.79984 -0.19 -0.11 -0.10
C 1.45142 -1.44366 5.30139 -0.05 0.18 -0.15
H 1.53675 1.61962 2.58254 -0.01 0.02 -0.03
H -0.16014 1.60267 3.09312 -0.08 0.03 -0.03
H -0.72775 1.07766 5.36146 -0.03 0.01 -0.01
H 0.55897 0.69755 6.52270 0.00 0.01 0.04
H -1.23861 -0.46100 3.60183 -0.06 -0.01 -0.02
H -0.33838 -1.99014 3.48834 0.01 -0.03 -0.01
H 2.74680 -0.41250 2.41728 0.02 -0.01 -0.04
H 1.95714 -1.96302 2.76929 0.02 -0.02 -0.01
H 3.26529 1.11147 4.17079 0.01 0.01 -0.04
H 2.82914 0.70757 5.84131 0.03 0.01 0.05
H 1.76482 -1.35686 6.34139 0.02 -0.01 0.04
H 1.38093 -2.50142 5.04242 0.00 -0.02 -0.01
C -0.73704 4.67480 1.99981 0.05 -0.15 -0.03
C -2.14354 4.11376 2.24853 -0.14 -0.33 -0.15
C -2.54162 4.24417 3.72426 0.03 -0.05 -0.01
C -3.17287 4.80743 1.34318 0.03 -0.04 -0.03
C -2.15007 2.66691 1.89206 0.15 0.46 0.17
N -2.11798 1.55083 1.62096 -0.17 0.13 0.21
H -0.77142 5.76147 2.09572 0.01 -0.03 0.04
H -0.37325 4.41388 1.00302 -0.04 0.07 0.07
H -0.02757 4.28270 2.73419 -0.05 0.03 -0.04
H -2.53358 5.29902 4.00418 0.00 -0.03 -0.01
H -1.83473 3.71305 4.36466 -0.01 0.04 -0.01
H -3.53954 3.84107 3.90246 0.01 0.04 -0.01
H -3.22610 5.86539 1.60750 0.01 -0.05 -0.02
H -4.16363 4.36564 1.46315 0.03 0.04 0.02
H -2.88142 4.72273 0.29481 -0.01 0.03 0.04
C 0.65245 -4.39304 -3.63434 0.05 0.04 0.17
N 1.38735 -3.83642 -2.49505 -0.04 0.16 0.15
C 2.77314 -4.25919 -2.26953 -0.20 0.04 0.02
C 0.79088 -3.03757 -1.64029 0.21 -0.52 -0.54
N 0.25782 -2.32258 -0.90675 0.25 -0.88 -0.39
H 1.19592 -4.18662 -4.55541 0.02 0.03 -0.02
H -0.33143 -3.93478 -3.68948 0.01 0.02 0.01
H 0.53966 -5.47128 -3.52125 0.00 -0.03 0.01
H 3.35864 -4.08196 -3.17040 0.00 0.02 -0.04
H 2.81240 -5.31972 -2.02140 0.00 -0.04 0.01
H 3.19871 -3.68390 -1.45127 -0.01 0.02 0.00
```
Positions in Å, forces in eV/Å.

Computed, not measured: a structure of composition C9H19Cl2NO3PTb at a distorted geometry, with wB97M-V/def2-TZVPD.

Output
* spin multiplicity: 7
* HOMO level (alpha / beta): -15.4 / -15.4 eV
* maximum force: 0.165 hartree/bohr
* relative energy (zero: lowest compared OMol25 entry of this formula, charge and spin): 659.2 kJ/mol
* net charge: +2

```
36
Properties=species:S:1:pos:R:3:forces:R:3
C -3.60684 -2.36737 -5.15718 0.03 -0.25 -0.10
C -2.58881 -1.59964 -4.39172 2.72 -0.63 1.02
H -3.24737 -3.38310 -5.35308 -0.04 0.29 0.07
H -3.81383 -1.84893 -6.09862 0.00 -0.06 0.14
H -4.53828 -2.39782 -4.58324 0.10 0.04 -0.11
O -1.48625 -1.99243 -4.00382 -3.01 1.24 -0.78
Cl -3.11974 0.08819 -4.03637 0.27 -0.62 -0.09
Tb 0.37931 -0.17682 -0.44795 -2.59 5.71 -5.71
P -1.03735 -1.14696 1.29687 -2.62 -1.41 3.07
C -0.34913 -2.39816 2.38580 0.42 -0.36 0.21
C -1.67667 0.15014 2.38463 0.16 0.45 0.05
H -2.99840 -1.16847 -0.09841 0.03 -0.16 0.19
H -3.19332 -2.21121 1.35072 0.09 0.00 -0.07
H -2.21999 -2.76735 -0.04662 -0.16 0.08 0.14
C -2.50867 -1.89812 0.55725 -0.02 -0.10 -0.52
H -2.13994 0.93730 1.77836 0.03 -0.19 0.18
H -2.41450 -0.28158 3.06820 0.10 0.03 -0.08
H -1.11303 -2.72104 3.09814 0.14 -0.05 -0.02
H 0.51287 -1.99346 2.93105 -0.22 -0.08 0.01
H -0.85497 0.59346 2.95987 -0.19 -0.08 -0.06
H -0.00419 -3.26064 1.80186 -0.15 0.06 0.17
C 1.91408 -1.37891 0.19765 1.81 -2.17 1.21
O 2.74222 -1.98897 0.51177 4.78 -3.42 1.87
Cl -1.41858 1.11710 -1.05991 -2.34 1.45 -0.71
C 2.74870 3.40002 2.10955 -0.45 0.07 0.47
N 3.14599 2.74080 0.85382 -0.26 -0.60 -0.50
C 4.38270 3.13065 0.18196 0.90 -0.03 -0.94
C 2.42274 1.79444 0.31445 -1.38 0.26 1.68
O 1.30711 1.36794 0.84103 1.52 0.25 -0.70
H 3.48543 4.16340 2.40597 -0.24 -0.47 -0.40
H 2.68224 2.64552 2.90990 -0.06 0.32 -0.31
H 1.77034 3.88762 1.97034 0.36 -0.26 0.11
H 5.04731 2.25148 0.10666 -0.19 0.50 0.06
H 4.14637 3.48685 -0.83683 0.21 -0.06 0.50
H 4.91628 3.92783 0.71815 -0.44 -0.38 -0.09
H 2.72617 1.29825 -0.62025 0.69 0.62 0.04
```
Positions in Å, forces in eV/Å.

Computed, not measured: a structure of composition C4H7NOS at a distorted geometry, with wB97M-V/def2-TZVPD.

Output
* spin multiplicity: 1
* HOMO level: -8.9 eV
* maximum force: 0.101 hartree/bohr
* relative energy (zero: lowest compared OMol25 entry of this formula, charge and spin): 218.8 kJ/mol

```
14
Properties=species:S:1:pos:R:3:forces:R:3
C 0.25086 1.40497 -0.14048 -1.43 0.02 -0.26
C -0.08419 0.03301 -0.65578 1.27 0.80 3.81
C -1.18880 0.24214 0.46434 -0.82 -0.98 -3.20
C 1.03125 -0.86999 -0.15822 -2.26 -0.53 4.63
N -0.65785 1.55299 0.76742 0.96 0.44 0.50
O 1.27738 2.17593 -0.46109 -0.01 -0.57 -0.67
S -2.85017 0.14078 -0.30971 -0.59 1.13 0.02
H -0.32607 -0.20347 -1.62892 -0.90 -0.03 -2.06
H -1.29833 -0.59901 1.11073 0.90 0.08 1.49
H 1.63321 -0.39617 0.72607 -1.35 -0.93 -1.33
H 1.71086 -0.99087 -0.88275 2.52 -1.09 -2.73
H 0.50637 -1.84214 0.21796 1.51 1.38 -0.80
H 1.52732 2.70356 0.28652 0.04 0.79 0.71
H -3.24383 1.40755 -0.00966 0.12 -0.50 -0.10
```
Positions in Å, forces in eV/Å.

Computed, not measured: a structure of composition CdN7O21 at a distorted geometry, with wB97M-V/def2-TZVPD.

Output
* spin multiplicity: 1
* HOMO level: 4.5 eV
* maximum force: 0.037 hartree/bohr
* relative energy (zero: lowest compared OMol25 entry of this formula, charge and spin): 0.0 kJ/mol
* net charge: -5

```
29
Properties=species:S:1:pos:R:3:forces:R:3
Cd -0.01385 -0.06486 -0.02600 -0.17 0.05 0.17
N 0.61037 -2.70217 2.01359 0.14 0.83 -0.74
O 0.43806 -1.97763 0.98956 -0.23 -1.01 0.65
O 1.40113 -2.33449 2.88698 -0.08 -0.39 0.32
O 0.00406 -3.78763 2.08127 -0.01 -0.27 0.30
N -0.11224 2.49611 -2.33192 0.01 -0.92 0.05
O -0.31740 3.66287 -1.99267 0.07 0.51 -0.04
O -0.04402 1.59331 -1.45773 -0.06 0.78 -0.54
O 0.02812 2.18644 -3.53189 -0.06 0.22 -0.07
N 2.57982 1.12277 1.88019 -1.13 -0.21 -1.49
O 1.72696 0.67398 1.05861 1.04 0.35 0.99
O 2.72163 0.60461 2.98376 0.26 0.04 0.50
O 3.25527 2.09268 1.50054 0.71 0.47 0.43
N -0.75700 -2.54920 -2.30795 -0.08 -0.18 -0.18
O -0.07037 -3.55238 -2.06544 0.05 0.01 0.02
O -0.78944 -1.58236 -1.52671 -0.37 0.03 -0.32
O -1.46173 -2.51279 -3.34854 -0.04 -0.04 -0.03
N -1.41724 2.74770 1.76472 0.48 -0.95 0.21
O -1.32630 3.18352 2.94545 -0.28 0.59 -0.08
O -1.89057 3.41648 0.84797 -0.26 0.50 0.13
O -1.00507 1.58372 1.55997 0.06 -0.06 -0.01
N -4.04379 -0.08363 1.00465 -0.06 -0.31 0.11
O -4.73613 0.42707 0.09184 0.07 0.04 -0.17
O -2.87519 -0.43733 0.82009 -0.42 0.09 -0.11
O -4.58855 -0.27150 2.13005 -0.10 -0.03 0.20
N 3.15393 -0.97986 -1.96982 0.65 -0.10 -0.84
O 4.02424 -1.44871 -1.19717 -0.41 0.06 0.36
O 2.00523 -0.71045 -1.62332 0.32 -0.14 0.16
O 3.50009 -0.79629 -3.18005 -0.12 0.05 0.02
```
Positions in Å, forces in eV/Å.